{"formula": "C46H65N11", "method": "ωB97M-V/def2-TZVPD", "smiles": "c1cc[nH]c1.c1cc[nH]c1.c1cc[nH]c1.c1cc[nH]c1.c1cc[nH]c1.c1cc[nH]c1.c1cc[nH]c1.c1cc[nH]c1.c1cc[nH]c1.c1cc[nH]c1.CCN(CC)CC", "e_homo_ha": -0.248, "lumo_energy_ev": 0.54, "orbital_gap_ev": 7.3, "energy_ev": -65118.0589, "spin_multiplicity": 1, "fmax_ev_per_a": 5.2, "elements": ["C", "C", "C", "N", "C", "H", "H", "H", "H", "H", "C", "C", "C", "N", "C", "H", "H", "H", "H", "H", "C", "C", "C", "N", "C", "H", "H", "H", "H", "H", "C", "C", "C", "N", "C", "H", "H", "H", "H", "H", "C", "C", "C", "N", "C", "H", "H", "H", "H", "H", "C", "C", "C", "N", "C", "H", "H", "H", "H", "H", "C", "C", "C", "N", "C", "H", "H", "H", "H", "H", "C", "C", "C", "N", "C", "H", "H", "H", "H", "H", "C", "C", "C", "N", "C", "H", "H", "H", "H", "H", "C", "C", "C", "N", "C", "H", "H", "H", "H", "H", "C", "C", "N", "C", "C", "C", "C", "H", "H", "H", "H", "H", "H", "H", "H", "H", "H", "H", "H", "H", "H", "H"], "xyz": [[6.5784, 9.7623, 10.2335], [6.5876, 9.8788, 11.6164], [5.2505, 9.8387, 11.9388], [4.4835, 9.6487, 10.8415], [5.2923, 9.6243, 9.7852], [7.5013, 9.8014, 9.6740], [7.4799, 9.9862, 12.2153], [4.7400, 9.8980, 12.8887], [3.4784, 9.5500, 10.8380], [4.9352, 9.5863, 8.7667], [3.9058, 7.5697, 9.4539], [3.3924, 6.3174, 9.8104], [4.1072, 5.3739, 9.0900], [4.9545, 6.0462, 8.2452], [4.8511, 7.3869, 8.5114], [3.5513, 8.5032, 9.8654], [2.5869, 6.1075, 10.4984], [4.1329, 4.2959, 9.0304], [5.6479, 5.6228, 7.6451], [5.4090, 8.1202, 7.9480], [0.3577, 5.8197, 9.6619], [0.6849, 7.1446, 9.6352], [-0.0155, 7.7636, 10.6266], [-0.7649, 6.8639, 11.3086], [-0.4894, 5.6409, 10.7190], [0.6501, 5.0129, 9.0062], [1.4386, 7.5659, 8.9864], [-0.1524, 8.8062, 10.8729], [-1.4820, 7.1105, 11.9758], [-0.9397, 4.7194, 11.0571], [7.3486, 8.8072, 8.0879], [7.2360, 7.7133, 8.9443], [8.4957, 7.0477, 8.7946], [9.3118, 7.7904, 7.9990], [8.6414, 8.9299, 7.5706], [6.5120, 9.4778, 7.9588], [6.4205, 7.4945, 9.6177], [8.9020, 6.2048, 9.3340], [10.2311, 7.4769, 7.7221], [9.1788, 9.7322, 7.0869], [2.2654, 10.8589, 10.5910], [2.0295, 9.5951, 10.0294], [2.0946, 8.6543, 11.0772], [2.2957, 9.3450, 12.2519], [2.4297, 10.6624, 11.9813], [2.2373, 11.7772, 10.0233], [1.8345, 9.3546, 8.9947], [1.9904, 7.5805, 11.1274], [2.4734, 8.8578, 13.1186], [2.6896, 11.3605, 12.7633], [6.8802, 5.9914, 6.9452], [7.3912, 5.1466, 7.8733], [6.7425, 3.9319, 7.7767], [5.8441, 4.0480, 6.7489], [5.9652, 5.3029, 6.1799], [7.2101, 7.0165, 6.8636], [8.1635, 5.4276, 8.5740], [6.9440, 2.9893, 8.2639], [5.2980, 3.2442, 6.4738], [5.2229, 5.5306, 5.4293], [4.5156, 9.3789, 5.2267], [5.2778, 9.1280, 6.4437], [5.0813, 10.2383, 7.2622], [4.1375, 11.0295, 6.6533], [3.7186, 10.4803, 5.4789], [4.6472, 8.8644, 4.2863], [5.9297, 8.3017, 6.6858], [5.5967, 10.5969, 8.1409], [3.8562, 11.9378, 6.9938], [2.9978, 10.9531, 4.8282], [6.6265, 5.2181, 12.7431], [6.7792, 6.5864, 12.7758], [6.0078, 7.1997, 11.8692], [5.4525, 6.1892, 11.1203], [5.7348, 4.9399, 11.6931], [7.0962, 4.4684, 13.3626], [7.4944, 7.1858, 13.3194], [5.8716, 8.2222, 11.5495], [4.9014, 6.3277, 10.2853], [5.2775, 4.0465, 11.2942], [2.7825, 2.5461, 9.1400], [3.7420, 2.0717, 10.0715], [3.8703, 3.0521, 11.0458], [2.7510, 3.8630, 10.8263], [2.1480, 3.6739, 9.5956], [2.5174, 2.0111, 8.2401], [4.3545, 1.1822, 10.0786], [4.4846, 3.1056, 11.9325], [2.5613, 4.6280, 11.4579], [1.4038, 4.3147, 9.1461], [1.6147, 5.8191, 12.4456], [2.9278, 6.2529, 12.3966], [3.6458, 5.6086, 13.3745], [2.8290, 4.5404, 13.7841], [1.6032, 4.7541, 13.2480], [0.8040, 6.2350, 11.8657], [3.3206, 7.0595, 11.7953], [4.6529, 5.7332, 13.7440], [3.1319, 3.8639, 14.4702], [0.8192, 4.0512, 13.4885], [3.5125, 4.8997, 4.8268], [2.7663, 4.9982, 6.2079], [1.9214, 6.2401, 6.2998], [0.6775, 6.0521, 7.0455], [-0.3066, 4.9787, 6.3982], [2.7260, 7.3284, 6.8138], [2.1324, 8.7012, 6.4803], [2.8460, 4.9842, 3.9685], [4.1055, 3.9870, 4.7680], [4.2146, 5.7289, 4.7400], [2.0688, 4.1608, 6.1938], [3.3082, 4.8453, 7.1412], [0.8317, 5.8366, 8.1028], [0.1643, 7.0120, 7.1037], [-1.2740, 5.1552, 6.8684], [-0.4519, 5.1383, 5.3298], [0.0064, 3.9475, 6.5620], [3.7576, 7.2908, 6.4638], [2.7810, 7.2079, 7.8958], [1.1157, 8.8677, 6.8362], [2.1187, 8.9096, 5.4105], [2.7376, 9.4938, 6.9203]], "forces_ev_per_a": [[1.61, 1.79, 0.11], [-0.78, 1.78, 0.24], [-0.61, 1.37, 1.95], [3.43, 1.22, 2.14], [0.63, 0.59, 0.35], [-0.63, 0.43, 0.65], [-0.34, -0.06, 0.24], [0.37, -0.11, 0.13], [2.08, 0.17, -0.10], [-0.69, -0.96, 2.42], [-1.18, 0.37, 0.07], [-1.70, -1.49, -2.24], [-0.51, 0.57, -1.72], [-3.18, 1.06, 3.90], [0.03, -1.45, -0.91], [0.67, -2.50, -1.76], [0.87, 0.07, -1.26], [0.10, 0.44, 0.25], [-2.08, 0.97, 1.91], [-1.25, -1.64, 1.40], [-2.59, -1.43, 2.45], [-0.56, 1.53, -0.89], [-2.15, 1.33, -0.14], [-0.58, -0.83, -1.41], [-2.24, -0.99, -0.26], [-2.23, 1.77, 1.44], [-0.64, -0.05, 0.21], [0.14, -0.23, -0.10], [0.26, -0.34, -0.11], [-0.02, 0.14, 0.13], [1.70, 0.89, -0.69], [4.82, -1.81, -0.07], [-0.55, 3.34, 2.47], [-0.12, 0.14, 0.22], [-0.96, -0.92, 0.27], [2.52, -0.51, 0.22], [1.24, -0.27, -0.39], [0.54, 1.09, 0.49], [-0.20, 0.34, 0.03], [-0.33, -0.21, -0.33], [-1.67, 0.29, 1.49], [-1.74, -0.19, 1.04], [-0.81, 1.68, 1.06], [-0.49, -0.74, -1.12], [-0.95, 1.84, -0.70], [0.29, 0.08, 0.35], [0.22, 0.31, 0.18], [0.49, 1.79, -0.20], [0.05, 0.19, 0.00], [-0.09, 0.00, -0.17], [2.27, 0.71, -4.67], [1.29, -3.87, 1.23], [0.71, 0.16, -0.41], [1.02, -0.71, -0.01], [0.99, -1.44, -1.79], [-0.36, -0.44, -0.62], [-1.43, -2.05, -1.06], [-0.30, 0.15, 0.12], [-0.24, 0.57, -0.27], [1.72, 0.44, 0.95], [0.60, 0.30, 1.29], [-0.58, 2.22, -2.62], [-0.56, 1.19, -3.11], [-0.18, 0.59, 0.12], [2.39, 0.58, -1.48], [-0.53, -0.33, 0.20], [-0.06, 0.68, -1.69], [-0.27, 1.17, -1.41], [-0.02, -0.31, -0.02], [0.06, 0.09, 0.22], [-0.58, -2.16, -1.25], [1.84, 1.93, 2.14], [-1.14, -1.75, -2.72], [1.95, -1.47, 2.50], [1.80, 2.60, -0.56], [0.03, 0.11, 0.08], [-0.01, -0.29, 0.66], [0.39, -1.86, 0.44], [1.05, -0.18, 1.60], [1.55, 1.42, -0.13], [-0.64, -1.73, -0.98], [1.09, 0.88, 0.15], [-4.06, -1.98, -0.87], [1.06, 0.57, 0.26], [1.87, -2.63, 1.63], [0.00, 0.08, -0.14], [-0.05, 0.00, -0.53], [-1.22, -0.75, 0.09], [0.06, -0.41, -0.62], [2.38, -2.33, 0.83], [-0.90, 1.18, -0.40], [2.19, 2.25, 2.98], [-0.70, -1.40, -0.24], [1.48, 1.85, 0.45], [-1.64, -2.26, 1.87], [1.24, -0.61, 1.19], [0.31, -0.50, 1.26], [-0.26, -0.04, -0.22], [-0.48, 0.08, -0.19], [-0.14, 0.13, -0.14], [-0.59, 0.68, 0.94], [-1.89, 0.18, -1.17], [0.70, -1.37, -1.43], [-0.05, -0.81, -1.64], [0.67, 1.39, 0.78], [-1.48, 0.52, 0.08], [-0.41, -0.25, 0.23], [-0.30, -0.25, 0.30], [-0.12, -0.11, -0.17], [-1.25, 0.12, -0.90], [-0.13, -0.10, -0.04], [0.56, 0.13, -0.60], [0.67, 0.31, -3.19], [-0.16, 0.04, -0.42], [-0.11, -0.31, 0.08], [0.26, 0.10, -0.01], [-0.03, 0.02, 0.08], [-0.45, -0.23, -0.36], [-0.09, 0.21, -0.72], [-0.23, -0.37, 0.23], [-0.30, -0.51, 0.21], [-0.46, -0.62, 0.38]]}